## one
This record from OMol25 describes C7H15NO2 as an isolated structure. The level of theory is the ωB97M-V functional and the def2-TZVPD basis.

Structure (XYZ):
```
25
C7H15NO2 the ωB97M-V functional and the def2-TZVPD basis
C -0.95 -1.07 0.27
C -0.08 0.33 -2.22
C -2.04 -0.21 0.59
C -1.19 -2.23 -0.66
C 0.50 -0.14 -0.89
O 1.52 -0.79 -0.83
H -0.21 -1.23 1.05
H 0.67 0.94 -2.73
H -0.98 0.92 -2.07
H -0.29 -0.54 -2.85
H -2.92 -0.29 -0.04
H -2.25 -0.09 1.65
H -1.56 0.95 0.43
H -0.26 -2.68 -1.01
H -1.79 -1.94 -1.52
H -1.75 -2.99 -0.11
C 2.47 0.88 1.68
N 1.03 1.04 1.54
C 0.48 1.43 0.33
O -0.69 1.97 0.32
H 0.53 1.41 2.34
H 1.20 1.84 -0.40
H 2.70 0.49 2.67
H 3.01 1.83 1.54
H 2.83 0.17 0.94
```

As for the LUMO energy: -0.3903 eV. The calculation puts the HOMO energy at -7.81 eV.

How is the electron density shared among the atoms? According to Mulliken, the charges in e are: 0.349, -1.472, -0.951, -1.450, 0.696, -0.584, 0.398, 0.423, 0.304, 0.399, 0.323, 0.335, 0.270, 0.373, 0.369, 0.393, -0.848, -0.065, -0.229, -0.662, 0.277, 0.458, 0.315, 0.303, 0.277

---

## two
This record from OMol25 describes a 2-piece molecular cluster, C7H15NO2 overall. The level of theory is the ωB97M-V functional and the def2-TZVPD basis.

Structure (XYZ):
```
25
C7H15NO2 the ωB97M-V functional and the def2-TZVPD basis
C -1.83 -0.48 1.08
C -1.27 0.29 -0.77
C -1.82 -0.57 -1.63
O -1.48 0.33 2.09
H -2.10 1.07 2.16
H -1.24 -1.38 1.05
H -2.90 -0.56 0.89
H -1.78 1.18 -0.41
H -1.27 -0.87 -2.51
H -2.74 -1.11 -1.46
C 1.83 -0.01 1.22
C 1.20 -1.72 -0.40
C 0.74 2.03 -0.40
N 0.94 -0.40 0.14
C 0.48 0.59 -0.89
O 0.87 0.36 -2.09
H 2.80 0.35 0.85
H 2.01 -0.87 1.87
H 1.38 0.77 1.82
H 0.42 -2.00 -1.11
H 2.13 -1.73 -0.99
H 1.22 -2.45 0.40
H 0.30 2.23 0.58
H 1.81 2.23 -0.36
H 0.31 2.70 -1.14
```

As for the LUMO energy (spin up / spin down): -1.3758 / -0.9864 eV. The calculation puts the HOMO energy (spin up / spin down) at -7.24 / -7.63 eV.

How is the electron density shared among the atoms? According to Mulliken, the charges in e are: -0.655, -0.452, -0.667, -0.416, 0.363, 0.346, 0.473, 0.530, 0.346, 0.262, -1.091, -1.040, -1.891, 0.378, 1.232, -0.810, 0.318, 0.345, 0.290, 0.259, 0.328, 0.370, 0.397, 0.363, 0.421

---

The energy of each structure relative to the most stable one, in kJ/mol, is as follows: one 0.0; two 237.1.

---

## one
This record from OMol25 describes one molecule with the formula C4H4BrI. The level of theory is the ωB97M-V functional and the def2-TZVPD basis.

Structure (XYZ):
```
10
C4H4BrI the ωB97M-V functional and the def2-TZVPD basis
C -1.17 1.58 0.02
C -1.92 0.23 -0.36
C 0.06 0.66 0.19
C -0.74 -0.55 -0.16
Br -1.68 3.36 0.31
I -3.89 -0.44 -0.35
H 0.86 0.97 -0.57
H 0.28 0.65 1.34
H -0.92 -1.17 0.78
H -0.39 -1.04 -1.04
```

As for the LUMO energy: 0.3371 eV. The calculation puts the HOMO energy at -8.22 eV. Its SMILES is BrC1=C(I)CC1.

How is the electron density shared among the atoms? According to Mulliken, the charges in e are: -0.179, -0.238, -0.130, -0.396, -0.117, 0.093, 0.262, 0.206, 0.229, 0.271

---

## two
This record from OMol25 describes a 2-piece molecular cluster, C4H4BrI overall. The level of theory is the ωB97M-V functional and the def2-TZVPD basis.

Structure (XYZ):
```
10
C4H4BrI the ωB97M-V functional and the def2-TZVPD basis
C -0.56 -1.71 -0.21
C 0.09 -0.64 -0.03
C 1.15 0.43 0.61
C 0.32 0.66 -0.65
Br -0.93 -3.42 0.09
I -3.46 1.92 0.13
H 0.69 0.83 1.50
H 2.17 0.11 0.71
H 1.15 0.57 -1.38
H -0.62 1.25 -0.78
```

As for the LUMO energy (spin up / spin down): -0.1641 / -3.4004 eV. The calculation puts the HOMO energy (spin up / spin down) at -9.30 / -7.32 eV.

How is the electron density shared among the atoms? According to Mulliken, the charges in e are: -0.481, 0.561, -0.542, -0.197, -0.064, 0.007, 0.243, 0.267, 0.211, -0.006

---

The energy of each structure relative to the most stable one, in kJ/mol, is as follows: one 0.0; two 230.4.

---

## one
This record from OMol25 describes C36H34Br4NO2PW as an isolated structure. The level of theory is the ωB97M-V functional and the def2-TZVPD basis.

Structure (XYZ):
```
79
C36H34Br4NO2PW the ωB97M-V functional and the def2-TZVPD basis
W -0.70 0.17 0.50
C -0.75 3.61 1.72
C -1.39 2.41 1.09
C -1.56 2.31 -0.32
C -1.17 3.38 -1.29
C -2.28 1.18 -0.84
C -2.35 0.98 -2.33
C -3.10 0.38 0.03
C -4.17 -0.49 -0.55
C -2.91 0.46 1.42
C -3.71 -0.40 2.36
C -1.96 1.39 1.94
C -1.83 1.50 3.44
H -1.51 4.15 2.30
H -0.34 4.30 0.99
H 0.06 3.36 2.41
H -0.35 3.06 -1.94
H -0.86 4.30 -0.81
H -2.02 3.61 -1.93
H -3.18 1.54 -2.76
H -2.49 -0.07 -2.57
H -1.43 1.31 -2.81
H -5.08 -0.40 0.04
H -3.87 -1.55 -0.54
H -4.40 -0.22 -1.57
H -3.09 -0.80 3.16
H -4.17 -1.23 1.84
H -4.50 0.20 2.82
H -2.76 1.90 3.85
H -1.03 2.17 3.75
H -1.67 0.53 3.90
Br -3.28 -6.06 -1.17
C -2.49 -4.64 -0.22
C -2.34 -4.71 1.17
Br -2.95 -6.21 2.13
C -1.75 -3.65 1.86
Br -1.57 -3.63 3.74
C -1.30 -2.54 1.17
O -0.73 -1.47 1.72
C -1.48 -2.46 -0.22
O -1.12 -1.29 -0.77
C -2.06 -3.51 -0.91
Br -2.26 -3.31 -2.77
N 0.84 0.53 2.17
C 2.26 0.26 1.89
C 3.19 0.25 2.92
C 4.52 0.00 2.64
C 4.92 -0.22 1.33
C 4.00 -0.21 0.30
C 2.66 0.03 0.59
P 1.40 0.07 -0.74
C 1.67 -1.52 -1.56
C 1.70 -2.60 -0.67
C 1.92 -3.88 -1.15
C 2.13 -4.09 -2.51
C 2.07 -3.02 -3.39
C 1.84 -1.74 -2.92
C 2.02 1.53 -1.64
C 1.97 2.71 -0.88
C 2.51 3.89 -1.35
C 3.11 3.91 -2.60
C 3.16 2.76 -3.37
C 2.62 1.57 -2.89
H 0.54 -0.18 2.85
H 0.80 1.42 2.66
H 2.87 0.42 3.95
H 5.24 -0.01 3.44
H 5.97 -0.41 1.11
H 4.29 -0.39 -0.73
H 1.54 -2.43 0.39
H 1.95 -4.72 -0.46
H 2.32 -5.09 -2.87
H 2.22 -3.19 -4.45
H 1.75 -0.93 -3.63
H 1.50 2.67 0.10
H 2.48 4.78 -0.73
H 3.53 4.84 -2.98
H 3.63 2.78 -4.34
H 2.71 0.68 -3.50
```

Its charge is +2. As for the LUMO energy (spin up / spin down): -6.1550 / -8.1180 eV. The spin multiplicity is 3. Its expectation value of S² is 2.012. The calculation puts the HOMO energy (spin up / spin down) at -12.93 / -13.10 eV.

How is the electron density shared among the atoms? According to Mulliken, the charges in e are: 2.975, -1.910, 0.932, 0.565, -1.696, 1.112, -2.331, 0.368, -1.783, 1.270, -2.014, 0.418, -1.824, 0.448, 0.321, 0.357, 0.309, 0.464, 0.440, 0.508, 0.539, 0.354, 0.467, 0.369, 0.399, 0.454, 0.570, 0.361, 0.403, 0.461, 0.359, -0.098, 0.470, 0.350, -0.106, -0.059, -0.116, -0.392, -0.644, -0.556, -0.468, 0.189, -0.077, -0.434, 0.324, -0.521, -0.879, -0.889, -0.527, -0.030, 0.623, 1.103, -0.751, -0.738, -0.752, -1.008, -0.597, 1.776, -0.724, -0.618, -0.766, -0.773, -0.894, 0.553, 0.366, 0.560, 0.448, 0.490, 0.504, 0.268, 0.503, 0.452, 0.467, 0.394, 0.291, 0.487, 0.431, 0.467, 0.237

---

## two
This record from OMol25 describes C36H34Br4NO2PW as an isolated structure. The level of theory is the ωB97M-V functional and the def2-TZVPD basis.

Structure (XYZ):
```
79
C36H34Br4NO2PW the ωB97M-V functional and the def2-TZVPD basis
W 0.90 0.53 -0.26
C 2.57 1.08 -3.15
C 1.20 1.13 -2.52
C 0.25 0.10 -2.76
C 0.66 -1.12 -3.54
C -1.08 0.33 -2.38
C -2.19 -0.54 -2.90
C -1.44 1.48 -1.62
C -2.90 1.72 -1.36
C -0.48 2.45 -1.30
C -0.84 3.72 -0.57
C 0.84 2.29 -1.79
C 1.85 3.40 -1.67
H 2.63 1.89 -3.88
H 2.75 0.14 -3.66
H 3.37 1.22 -2.42
H 1.64 -1.47 -3.21
H 0.74 -0.87 -4.60
H -0.03 -1.94 -3.43
H -1.84 -1.41 -3.44
H -2.78 0.08 -3.59
H -2.87 -0.87 -2.12
H -3.09 2.40 -0.53
H -3.45 0.81 -1.17
H -3.32 2.18 -2.26
H -0.07 3.99 0.16
H -1.78 3.65 -0.05
H -0.91 4.54 -1.30
H 1.83 3.96 -2.61
H 2.85 3.03 -1.52
H 1.63 4.08 -0.86
Br 7.64 -0.05 1.20
C 5.88 0.57 1.10
C 5.48 1.70 1.83
Br 6.68 2.61 2.92
C 4.16 2.15 1.74
Br 3.49 3.63 2.68
C 3.28 1.48 0.92
O 1.96 1.81 0.76
C 3.68 0.36 0.22
O 2.67 -0.23 -0.50
C 4.97 -0.11 0.29
Br 5.39 -1.64 -0.71
N 1.56 -0.49 1.94
C 0.79 -1.47 2.67
C 1.29 -2.13 3.79
C 0.48 -3.04 4.45
C -0.82 -3.28 4.00
C -1.31 -2.62 2.89
C -0.48 -1.72 2.22
P -1.02 -0.85 0.76
C -1.49 -2.22 -0.33
C -2.77 -2.74 -0.51
C -2.97 -3.89 -1.27
C -1.89 -4.54 -1.85
C -0.60 -4.04 -1.67
C -0.41 -2.89 -0.92
C -2.33 0.23 1.38
C -1.90 1.45 1.89
C -2.78 2.32 2.53
C -4.11 1.96 2.66
C -4.55 0.73 2.18
C -3.67 -0.14 1.57
H 1.69 0.34 2.51
H 2.50 -0.86 1.77
H 2.30 -1.93 4.14
H 0.85 -3.56 5.32
H -1.45 -3.99 4.52
H -2.31 -2.82 2.53
H -3.64 -2.26 -0.08
H -3.97 -4.27 -1.40
H -2.04 -5.43 -2.43
H 0.24 -4.55 -2.11
H 0.61 -2.54 -0.77
H -0.86 1.75 1.82
H -2.42 3.26 2.92
H -4.81 2.64 3.14
H -5.59 0.44 2.31
H -4.04 -1.10 1.27
```

Its charge is +2. As for the LUMO energy (spin up / spin down): -6.7538 / -7.1293 eV. The spin multiplicity is 3. Its expectation value of S² is 2.014. The calculation puts the HOMO energy (spin up / spin down) at -13.27 / -13.25 eV.

How is the electron density shared among the atoms? According to Mulliken, the charges in e are: 2.498, -1.415, 0.573, 0.991, -2.240, 0.843, -1.710, 0.775, -1.973, 0.910, -1.945, 0.949, -1.652, 0.354, 0.506, 0.145, 0.494, 0.408, 0.325, 0.485, 0.440, 0.256, 0.420, 0.411, 0.482, 0.437, 0.375, 0.391, 0.387, 0.413, 0.447, -0.101, 0.406, 0.444, -0.103, -0.233, -0.114, 0.259, -0.446, -1.086, -0.276, -0.103, -0.105, -0.091, -0.631, -0.783, -0.776, -0.880, -0.353, 1.363, -0.820, 1.648, -0.407, -0.747, -0.778, -0.694, -0.991, 1.529, -0.455, -0.748, -0.749, -0.866, -0.608, 0.326, 0.273, 0.562, 0.431, 0.474, 0.434, 0.137, 0.493, 0.440, 0.529, 0.460, 0.337, 0.519, 0.435, 0.497, 0.173

---

The energy of each structure relative to the most stable one, in kJ/mol, is as follows: one 0.0; two 92.9.

---

## one
This record from OMol25 describes a 2-piece molecular cluster, CH6NO2 overall. The level of theory is the ωB97M-V functional and the def2-TZVPD basis.

Structure (XYZ):
```
10
CH6NO2 the ωB97M-V functional and the def2-TZVPD basis
N 1.76 -0.54 -0.66
C 0.64 0.42 -0.77
O -0.59 -0.07 -0.55
H 1.53 -1.41 -1.12
H 1.86 -0.76 0.32
H 0.75 0.88 -1.78
H 0.91 1.24 -0.07
H -1.11 0.15 0.67
H -1.34 -0.53 2.05
O -1.65 0.29 1.65
```

Its charge is -1. As for the LUMO energy: 4.8494 eV. The calculation puts the HOMO energy at -3.50 eV.

How is the electron density shared among the atoms? According to Mulliken, the charges in e are: -0.643, -0.364, -0.791, 0.238, 0.246, 0.231, 0.277, 0.405, 0.226, -0.825

---

## two
This record from OMol25 describes a 2-piece molecular cluster, CH6NO2 overall. The level of theory is the ωB97M-V functional and the def2-TZVPD basis.

Structure (XYZ):
```
10
CH6NO2 the ωB97M-V functional and the def2-TZVPD basis
N -1.95 0.08 0.06
C -0.51 -0.10 0.48
O 0.35 0.72 -0.14
H -2.13 -0.32 -0.85
H -2.13 1.08 0.06
H -0.35 -1.17 0.20
H -0.54 0.09 1.56
H 1.61 0.25 -0.33
H 2.97 -0.76 -0.40
O 2.67 0.12 -0.62
```

Its charge is -1. As for the LUMO energy: 4.7745 eV. The calculation puts the HOMO energy at -3.43 eV.

How is the electron density shared among the atoms? According to Mulliken, the charges in e are: -0.699, -0.304, -0.795, 0.241, 0.232, 0.259, 0.229, 0.426, 0.222, -0.812

---

The energy of each structure relative to the most stable one, in kJ/mol, is as follows: one 0.0; two 16.8.

---

## one
This record from OMol25 describes one molecule with the formula C5H5FO2. The level of theory is the ωB97M-V functional and the def2-TZVPD basis.

Structure (XYZ):
```
13
C5H5FO2 the ωB97M-V functional and the def2-TZVPD basis
C 0.46 0.52 -0.11
C 1.75 -0.25 -0.11
C 0.43 -1.01 -0.14
C -1.62 -0.03 -0.27
C -0.85 0.87 0.57
H 2.60 -0.21 -0.89
H 2.34 -0.86 0.79
H 0.27 -1.32 0.81
H -1.32 1.86 0.56
H -0.88 0.54 1.57
O -0.91 -0.98 -0.88
O -2.82 -0.08 -0.55
F 0.56 0.94 -1.36
```

As for the LUMO energy: 0.5578 eV. The calculation puts the HOMO energy at -9.94 eV. Its SMILES is O=C1C[C@@]2(F)C[C@@H]2O1.

How is the electron density shared among the atoms? According to Mulliken, the charges in e are: 0.801, -0.620, -0.267, 0.620, -0.563, 0.255, 0.190, 0.290, 0.247, 0.246, -0.320, -0.601, -0.280

---

## two
This record from OMol25 describes one molecule with the formula C5H5FO2. The level of theory is the ωB97M-V functional and the def2-TZVPD basis.

Structure (XYZ):
```
13
C5H5FO2 the ωB97M-V functional and the def2-TZVPD basis
C -0.47 -0.20 -0.12
C -1.35 1.00 -0.22
C 1.57 1.56 -0.07
C 0.53 -0.60 0.93
C 1.04 0.17 -0.15
O 1.37 2.35 0.84
O -1.51 1.47 -1.33
F 1.75 -0.62 -1.08
H -0.71 -0.89 -0.92
H -1.54 1.67 0.67
H 2.25 1.76 -0.93
H 0.40 -0.43 2.06
H 0.77 -1.67 0.81
```

As for the LUMO energy: 0.0060 eV. The calculation puts the HOMO energy at -10.25 eV. Its SMILES is O=C[C@@H]1C[C@]1(F)C=O.

How is the electron density shared among the atoms? According to Mulliken, the charges in e are: -0.095, -0.221, -0.246, -0.691, 0.939, -0.476, -0.444, -0.332, 0.329, 0.342, 0.352, 0.268, 0.274

---

The energy of each structure relative to the most stable one, in kJ/mol, is as follows: one 273.3; two 0.0.

---

## one
This record from OMol25 describes one molecule with the formula C2H3BrCl2O. The level of theory is the ωB97M-V functional and the def2-TZVPD basis.

Structure (XYZ):
```
9
C2H3BrCl2O the ωB97M-V functional and the def2-TZVPD basis
C -0.50 0.16 -0.66
C 0.34 -0.76 0.19
O 0.36 -0.49 1.50
Cl 2.08 -0.24 -0.41
Cl 0.12 -2.48 -0.06
Br -2.42 -0.21 -0.08
H -0.27 -0.25 -1.73
H -0.22 1.15 -0.27
H 0.28 -1.26 2.10
```

As for the LUMO energy: 0.3799 eV. The calculation puts the HOMO energy at -10.63 eV. Its SMILES is OC(Cl)(Cl)CBr.

How is the electron density shared among the atoms? According to Mulliken, the charges in e are: -0.595, 0.343, -0.398, -0.213, -0.134, -0.151, 0.405, 0.407, 0.335

---

## two
This record from OMol25 describes C2H3BrCl2O as an isolated structure. The level of theory is the ωB97M-V functional and the def2-TZVPD basis.

Structure (XYZ):
```
9
C2H3BrCl2O the ωB97M-V functional and the def2-TZVPD basis
C -1.57 -1.03 1.33
C 0.22 -1.37 0.02
O 0.22 -0.50 -0.88
Cl -0.21 -3.07 -0.48
Cl 1.67 -1.57 0.99
Br -2.55 0.01 0.05
H -1.36 -0.45 2.16
H -1.94 -2.02 1.61
H -0.82 -0.05 -0.94
```

As for the LUMO energy: 0.2737 eV. The calculation puts the HOMO energy at -9.38 eV.

How is the electron density shared among the atoms? According to Mulliken, the charges in e are: -0.637, 0.393, -0.401, -0.187, -0.146, -0.138, 0.365, 0.362, 0.389

---

The energy of each structure relative to the most stable one, in kJ/mol, is as follows: one 0.0; two 216.6.